[1]
Molecular formula: C24H36O18
Method: DFT, ωB97M-V with the def2-TZVPD basis set

Values from the calculation:
SMILES string ... C[C@H]1COC(=O)O1.C[C@H]1COC(=O)O1.C[C@H]1COC(=O)O1.C[C@H]1COC(=O)O1.C[C@H]1COC(=O)O1.C[C@H]1COC(=O)O1
Energy above the lowest of the compared OMol25 structures with the same formula, charge and spin ... 327.8 kJ/mol
Electronic energy ... -62325.9301 eV
Multiplicity ... 1

Last column: Löwdin charge in e.
CARTESIAN COORDINATES (ANGSTROEM)
O (-8.9337, 11.0929, -4.3215)  0.10
O (-3.3057, 10.6199, -0.1526)  0.12
O (-2.1429, -1.7681, 3.8814)  0.11
O (-5.1751, 9.7443, -1.1075)  0.09
O (-5.7618, 4.2448, 0.4407)  0.09
O (-4.4479, 9.2557, 0.9993)  0.08
O (-3.2997, -0.1145, 2.9804)  0.09
O (-8.8770, 9.7590, -6.1879)  0.12
O (-8.2572, 3.2632, 2.3294)  0.15
O (-11.9010, 7.6013, -0.6964)  0.09
O (-1.3022, -0.4075, 2.2880)  0.11
O (-7.5357, 1.1907, 3.0540)  0.11
O (-10.1820, 6.2347, -1.1290)  0.03
O (-9.9819, 7.8056, 0.4721)  0.13
O (-9.0507, 8.9686, -4.0470)  0.08
O (-7.1804, 3.4104, -0.9300)  0.06
O (-5.4927, 2.0090, -0.2853)  0.07
O (-8.1660, 2.6810, 4.4496)  0.10
C (-6.0588, 3.1414, -0.2575)  -0.49
C (-7.9885, 2.4400, 3.1823)  -0.56
C (-3.4369, 9.5992, 1.8886)  -0.10
C (-6.1112, 6.6143, 0.1320)  -0.01
C (-7.7865, 1.6134, 5.2615)  -0.10
C (-10.6758, 7.2163, -0.3289)  -0.54
C (-2.2275, -0.8165, 3.1002)  -0.62
C (-6.3911, -0.3521, 4.5704)  0.00
C (-4.3638, 9.8529, -0.1550)  -0.55
C (-1.7363, 0.7816, 1.6492)  -0.07
C (-3.2142, 0.9313, 2.0528)  -0.31
C (-8.7594, 10.8911, -2.9418)  -0.10
C (-12.2480, 6.8931, -1.8329)  -0.11
C (-8.9485, 9.4415, -2.7901)  -0.37
C (-11.1849, 5.8261, -2.0275)  -0.34
C (-7.7112, 4.7330, -0.6741)  -0.04
C (-2.7720, 12.0737, 1.8170)  -0.02
C (-8.9592, 9.9381, -4.9695)  -0.52
C (-7.6444, 0.5225, 4.2685)  -0.33
C (-3.4563, 2.1684, 2.8109)  -0.02
C (-6.6765, 5.2418, 0.3591)  -0.36
C (-11.5095, 4.4597, -1.6172)  -0.03
C (-7.7482, 8.6377, -2.2497)  0.00
C (-2.7004, 10.6835, 1.1596)  -0.28
H (-10.7133, 3.8231, -2.0030)  0.10
H (-9.5139, 11.3876, -2.3316)  0.14
H (-7.6584, 5.2964, -1.6057)  0.12
H (-2.8689, 8.6996, 2.1258)  0.15
H (-1.1038, 1.6404, 1.8740)  0.13
H (-12.3004, 7.5645, -2.6900)  0.14
H (-7.2494, 5.2410, 1.2863)  0.14
H (-7.7501, 11.1941, -2.6633)  0.14
H (-8.5415, -0.0926, 4.1980)  0.16
H (-5.4487, 6.9553, 0.9275)  0.07
H (-3.7889, 12.3234, 2.1199)  0.09
H (-7.5982, 8.9253, -1.2091)  0.07
H (-12.4886, 4.1743, -2.0017)  0.09
H (-5.4855, 0.1779, 4.8656)  0.08
H (-4.4674, 2.3082, 3.1931)  0.08
H (-6.7980, 1.8681, 5.6439)  0.14
H (-5.4826, 6.6846, -0.7557)  0.10
H (-3.9031, 0.7828, 1.2213)  0.14
H (-6.9005, 7.3598, 0.2286)  0.08
H (-13.1869, 6.3725, -1.6445)  0.14
H (-9.8960, 9.3687, -2.2561)  0.15
H (-8.7136, 4.6699, -0.2506)  0.12
H (-3.8883, 10.0699, 2.7620)  0.14
H (-2.1067, 12.2987, 2.6506)  0.09
H (-3.3179, 3.0495, 2.1843)  0.09
H (-11.7184, 4.2695, -0.5645)  0.11
H (-6.6443, -0.9883, 5.4185)  0.08
H (-10.7023, 5.8621, -3.0042)  0.16
H (-2.4961, 12.8716, 1.1275)  0.08
H (-2.6872, 2.2464, 3.5794)  0.10
H (-6.0298, -1.1048, 3.8698)  0.09
H (-1.6502, 10.4038, 1.0765)  0.15
H (-7.9066, 7.5769, -2.4437)  0.08
H (-1.6764, 0.7009, 0.5639)  0.13
H (-8.5238, 1.3767, 6.0286)  0.15
H (-6.8382, 8.9042, -2.7873)  0.09

Atoms 1-3, force components in eV/Å:
O -0.114 1.742 -1.018
O 1.564 1.794 -0.369
O 0.208 1.981 -1.713

[2]
Molecular formula: C24H37Br15O11S
Method: DFT, ωB97M-V with the def2-TZVPD basis set

Values from the calculation:
Energy above the lowest of the compared OMol25 structures with the same formula, charge and spin ... 2467.8 kJ/mol
Electronic energy ... -1109453.8871 eV
Multiplicity ... 1

Last column: Löwdin charge in e.
CARTESIAN COORDINATES (ANGSTROEM)
Br (3.2503, 0.5240, -2.0302)  0.65
Br (4.3441, 3.2024, 3.4185)  0.57
Br (-5.8911, -0.8724, 1.4144)  0.52
Br (5.3289, 2.3856, -0.4052)  0.51
Br (2.2781, 3.4952, -1.5985)  0.75
Br (1.3117, 2.1653, 3.8890)  0.74
Br (2.4505, -2.3030, -0.6594)  1.14
Br (3.4247, 0.0059, 3.6686)  0.84
Br (-1.0235, 2.8020, -5.4868)  0.52
Br (-2.5027, 3.0576, -2.6686)  0.76
Br (0.6827, -1.1220, -3.1679)  0.98
Br (-2.7742, -0.1887, 0.9461)  1.08
Br (0.5667, 2.3896, -2.7965)  0.64
Br (3.3263, 4.5645, 1.1579)  0.73
Br (-3.9526, -3.1740, -0.0072)  0.74
S (0.5888, -1.2800, 2.7541)  0.75
O (0.3521, -4.8327, 0.2874)  0.02
O (0.7869, -4.8174, -1.9186)  0.09
O (-0.5849, 2.0760, 0.2668)  -0.08
O (-0.8090, -1.4513, 2.4181)  -0.36
O (1.4214, -0.3195, 2.0555)  -0.44
O (-1.7712, -1.3829, -1.1633)  -0.30
O (-1.6234, -1.9260, -3.3400)  -0.17
O (1.4889, 2.5859, 1.0051)  -0.30
O (1.2734, -2.7940, 2.7932)  -0.30
O (-0.5216, 3.8972, -1.5303)  -0.43
O (0.8207, 5.4242, -0.3435)  -0.15
C (2.4462, -1.2881, -2.3770)  -1.14
C (-1.1448, 1.9978, -3.6338)  -1.31
C (2.6444, -2.9383, 2.5986)  -0.24
C (2.7470, -3.6162, 1.1954)  -0.18
C (-0.2235, -3.9124, 1.1975)  -0.16
C (-3.6577, -0.9222, -2.7419)  -0.03
C (-4.0346, -1.6276, 1.2947)  -1.29
C (-0.2506, 4.4808, -0.4867)  -0.42
C (1.0630, 0.3466, 0.0140)  -0.20
C (-1.2166, 1.0085, -0.6123)  -0.24
C (0.7888, 5.9183, 1.0445)  -0.25
C (3.0327, 1.8073, 3.0045)  -1.35
C (-0.3868, -2.6582, 0.4483)  -0.28
C (3.4143, 2.9540, -0.0365)  -1.24
C (0.7414, 1.7395, 0.4393)  -0.39
C (-2.2622, -1.4754, -2.2803)  -0.47
C (0.2054, -4.3435, -0.9670)  -0.48
C (-0.3228, -0.2014, -0.2787)  -0.30
C (-3.7660, -1.5424, -4.1549)  -0.16
C (-0.5057, 5.5175, 1.7321)  -0.12
C (-0.6722, -3.0987, -0.9730)  -0.16
C (0.6564, -0.8812, 4.5936)  -0.16
C (-1.0631, 4.3585, 0.7950)  -0.03
C (-2.4131, -1.8926, -4.5494)  -0.15
H (-3.7416, 0.1637, -2.6977)  0.10
H (1.5284, -0.2360, 0.8090)  -0.03
H (3.1589, -1.9775, 2.6141)  0.00
H (-1.1302, -4.2412, 1.7053)  0.14
H (3.1187, -1.7831, -3.0776)  -0.01
H (-1.1716, 6.3802, 1.7124)  0.10
H (-0.7048, -0.8105, 0.5406)  -0.01
H (-3.9990, -1.9784, 2.3261)  -0.03
H (3.7377, -3.6076, 0.7408)  0.07
H (-1.2803, -2.0962, 0.7199)  0.04
H (-4.4595, -2.3812, -4.0958)  0.12
H (-2.3109, -2.8349, -5.0877)  0.15
H (-4.0376, -0.8443, -4.9467)  0.13
H (-2.1344, 4.5553, 0.7547)  0.13
H (-4.5130, -1.2756, -2.1660)  0.09
H (1.8419, 0.2949, -0.7467)  -0.09
H (2.9948, 2.1055, 0.5040)  -0.05
H (3.0236, -3.5560, 3.4127)  0.14
H (-2.1549, -1.0448, -5.1839)  0.13
H (-1.7357, -3.3364, -0.9503)  0.05
H (0.5397, -2.0850, 0.4825)  0.03
H (1.4889, 5.2546, 1.5518)  -0.06
H (-0.3791, -2.4463, -1.7955)  0.02
H (2.3603, -4.6337, 1.2514)  0.12
H (1.6989, -0.9229, 4.9092)  -0.02
H (-1.4066, 0.9397, -3.6395)  -0.04
H (-0.8796, 3.3713, 1.2192)  0.09
H (2.7234, 1.9070, 1.9641)  -0.08
H (2.1967, -2.8921, 0.5946)  -0.26
H (0.5219, -3.7660, 1.9792)  0.05
H (-0.1312, -1.4624, 5.0731)  0.07
H (-1.2366, 1.1687, -1.6902)  0.00
H (0.1720, 0.0952, 4.5992)  -0.02
H (-0.2293, 5.2710, 2.7573)  0.10
H (-0.3214, -0.9123, -1.1049)  0.01
H (1.0303, 6.9812, 1.0455)  0.13
H (-2.2412, 0.7940, -0.3085)  -0.10

Atoms 1-3, force components in eV/Å:
Br 1.649 -1.893 -2.126
Br 0.434 -2.401 2.053
Br 0.699 -0.382 -0.508

[3]
Molecular formula: C24H37Cl36NO5S
Method: DFT, ωB97M-V with the def2-TZVPD basis set

Values from the calculation:
Electronic energy ... -498856.9785 eV
Multiplicity ... 1

Last column: Löwdin charge in e.
CARTESIAN COORDINATES (ANGSTROEM)
Cl (1.7004, 8.2298, 9.5766)  0.51
Cl (-9.0643, -2.0946, 0.5016)  0.53
Cl (-3.1534, 5.8345, -0.5934)  0.51
Cl (-1.5141, -4.5248, 2.3258)  0.53
Cl (0.5612, 10.6484, 8.4399)  0.53
Cl (6.5220, -8.2281, -3.8312)  0.54
Cl (-0.2500, 6.0390, 11.6552)  0.51
Cl (4.6760, -8.5691, 0.9590)  0.55
Cl (-5.7048, 7.1556, -2.0453)  0.49
Cl (-3.4268, -3.3454, 0.4877)  0.51
Cl (4.7290, -3.8756, -5.7282)  0.56
Cl (3.4560, 4.0178, 2.9088)  0.53
Cl (-8.0317, 8.7586, -1.3520)  0.52
Cl (-3.0709, -2.2120, 3.1381)  0.54
Cl (-3.9861, 1.1719, 5.3477)  0.52
Cl (-4.8583, 3.4882, 6.8636)  0.52
Cl (-1.1826, 8.4790, 9.2671)  0.51
Cl (-3.5988, 3.8610, 4.2798)  0.51
Cl (-6.3890, -2.5769, 1.5345)  0.50
Cl (-0.0705, 4.6290, 9.1245)  0.50
Cl (3.1688, -6.7226, -0.6959)  0.52
Cl (-3.5840, 4.6677, -3.2321)  0.52
Cl (1.3534, 7.7528, 5.0606)  0.55
Cl (6.9212, -3.3277, -3.9002)  0.56
Cl (1.3618, 3.6317, 11.4461)  0.53
Cl (4.7380, -5.0646, -3.0786)  0.50
Cl (-5.7218, 8.6974, 0.4094)  0.52
Cl (5.2704, -9.9378, -5.8172)  0.54
Cl (2.9381, -9.5848, -1.1348)  0.54
Cl (0.8032, 3.8684, 1.7488)  0.55
Cl (-1.7608, 3.4133, -1.3653)  0.61
Cl (-0.9446, 5.9740, 5.1055)  0.51
Cl (-7.2669, -3.9056, -0.8876)  0.51
Cl (3.1385, 3.5275, 0.0647)  0.55
Cl (-0.4878, 7.7059, 2.8188)  0.53
Cl (3.7161, -7.8690, -4.4980)  0.51
S (0.9286, -0.2100, -0.0627)  0.55
O (0.2715, 0.1105, -1.4501)  -0.16
O (1.7227, -3.8319, -3.9294)  -0.08
O (-0.0642, -0.1775, 0.9466)  -0.22
O (2.1069, 0.5408, 0.1289)  -0.24
O (1.3180, -1.7209, -0.3623)  -0.16
N (-0.6137, -0.9682, -3.3720)  0.05
C (-2.5748, 0.3646, -2.5387)  -0.23
C (5.0278, -9.0320, -4.3253)  -1.55
C (-2.2800, -3.0260, 1.7902)  -1.54
C (0.3945, 8.8995, 8.5982)  -1.56
C (0.2705, 6.7518, 4.0906)  -1.55
C (0.3900, -1.0629, -2.3722)  -0.40
C (-7.7645, -3.2720, 0.6861)  -1.55
C (0.3106, -5.6247, -3.1510)  -0.03
C (0.5589, -4.0923, -3.1530)  -0.39
C (-2.8321, 0.4137, -1.0247)  -0.14
C (3.1808, -8.3145, 0.0676)  -1.53
C (0.7161, -3.6276, -1.7035)  -0.06
C (1.7675, -0.9079, -3.0630)  -0.10
C (-6.2740, 8.6279, -1.2672)  -1.55
C (3.5644, 0.5354, -4.0237)  -0.23
C (5.7356, -4.5135, -4.4331)  -1.53
C (4.7273, 0.1835, -3.0822)  -0.10
C (0.3247, -2.2029, -1.3473)  -0.21
C (-2.0261, -1.0063, -2.9650)  -0.18
C (-3.6594, 2.8633, 5.7299)  -1.56
C (2.2223, 0.5324, -3.2548)  -0.19
C (-2.4225, 4.9458, -1.9285)  -1.52
C (2.4573, 3.2551, 1.6654)  -1.54
C (-0.0880, 4.4647, 10.8837)  -1.55
H (6.2703, -5.3771, -4.8079)  -0.01
H (2.4412, -4.3178, -3.5037)  0.00
H (0.6276, -6.0637, -2.2024)  0.05
H (2.5367, -1.4831, -2.5493)  0.13
H (3.7242, 1.5235, -4.4486)  0.10
H (-3.5310, 0.5599, -3.0188)  0.10
H (1.5044, 1.0979, -3.8481)  0.12
H (-2.5874, -1.3373, -3.8378)  0.12
H (3.5067, -0.2218, -4.8057)  0.10
H (-1.5072, -2.3681, 1.4116)  -0.02
H (4.7547, -9.7302, -3.5452)  -0.02
H (0.9024, -6.0942, -3.9318)  0.07
H (4.9530, -0.8814, -3.1270)  0.05
H (-1.6107, 5.5415, -2.3233)  0.02
H (-0.4170, -1.6096, -4.1253)  0.12
H (0.0573, -4.2648, -1.1127)  0.12
H (-0.9459, 3.8650, 11.1552)  0.01
H (4.4802, 0.4022, -2.0427)  0.07
H (-0.3078, -3.6488, -3.6365)  0.13
H (-1.8540, 1.1416, -2.7703)  0.06
H (-3.5990, 1.1295, -0.7361)  0.06
H (2.4336, 2.1888, 1.8488)  -0.01
H (2.3568, -8.3560, 0.7670)  0.01
H (-3.1675, -0.5599, -0.6634)  0.04
H (-0.6042, -2.1186, -0.7820)  0.13
H (2.4230, 1.0380, -2.3173)  0.08
H (0.4633, 8.4599, 7.6141)  -0.05
H (-8.1416, -4.0982, 1.2733)  0.01
H (1.7217, -3.8250, -1.3354)  0.13
H (0.8547, 5.9666, 3.6307)  -0.05
H (-2.2376, -1.7380, -2.1809)  0.09
H (-2.6896, 2.9114, 6.2073)  0.01
H (-1.9325, 0.6633, -0.4691)  0.03
H (5.6384, 0.7299, -3.3189)  0.07
H (-0.7409, -5.8614, -3.2997)  0.08
H (-5.8505, 9.4728, -1.7928)  0.01
H (1.6905, -1.3474, -4.0567)  0.12

Atoms 1-3, force components in eV/Å:
Cl 0.022 0.033 -0.028
Cl 0.002 -0.016 0.005
Cl 0.249 -0.125 0.084